<w>
A structure of composition C39H32I2InN12O3S. Source: OMol25; level of theory: ωB97M-V with the def2-TZVPD basis set.

Last column: Mulliken spin population.
CARTESIAN COORDINATES (ANGSTROEM)
In -0.12016 0.32970 0.15520  0.495
I -4.14054 5.70670 -4.44446  0.000
C -2.78045 4.55757 -3.32312  0.005
C -1.73056 5.17524 -2.66432  -0.001
C -0.84220 4.38925 -1.95438  0.016
I 0.81032 5.34004 -1.07245  0.000
C -0.93038 2.96637 -1.85498  0.005
O -0.04221 2.23292 -1.27110  0.020
C -2.05322 2.40075 -2.52156  -0.001
C -2.29248 0.92493 -2.37408  0.012
N -2.51648 0.55764 -0.95888  0.026
C -3.58838 1.30113 -0.30496  -0.002
C -3.28506 1.64865 1.13454  -0.001
C -4.30283 2.08785 1.97668  0.005
C -4.00126 2.41103 3.28541  -0.002
C -2.69562 2.25890 3.73092  -0.005
C -1.74907 1.80089 2.83262  0.008
N -2.03357 1.52876 1.55330  0.049
C -2.93856 3.18437 -3.24596  -0.003
H -1.59848 6.24791 -2.70614  0.000
H -3.13968 0.63564 -3.00423  0.002
H -1.41824 0.36182 -2.70740  -0.008
H -2.71251 -0.43243 -0.91854  0.003
H -3.73047 2.24401 -0.83106  0.000
H -4.54331 0.77010 -0.33373  0.000
H -5.31670 2.17002 1.60199  0.000
H -4.77765 2.75807 3.95669  0.000
H -2.42126 2.48627 4.75340  0.000
H -0.73187 1.62576 3.14372  -0.008
H -3.76458 2.70545 -3.75947  0.000
O -1.59136 -1.38323 1.25037  0.035
N -2.30947 -2.16969 0.48218  0.001
C -3.48183 -2.64894 0.97379  -0.002
C -4.28719 -3.49200 0.25816  0.005
C -3.89539 -3.86320 -1.02805  -0.002
C -2.72158 -3.35585 -1.53321  -0.008
C -1.90005 -2.49232 -0.78612  0.018
S -0.43730 -1.86583 -1.42640  0.101
H -3.70596 -2.30762 1.97250  0.000
H -5.20339 -3.85204 0.70395  0.000
H -4.50651 -4.53088 -1.62166  0.000
H -2.38113 -3.60624 -2.52795  -0.002
C 4.31494 -2.35621 3.38086  0.000
N 3.03348 -2.16825 2.71286  0.000
C 2.67122 -1.26921 1.77990  0.005
N 1.41357 -1.47028 1.44083  0.088
C 1.06457 -2.56796 2.16254  0.010
N 2.00769 -3.00871 2.96655  0.004
C 5.16511 -3.52199 2.89282  0.000
C 5.56650 -4.48184 3.81031  0.000
C 6.38220 -5.53793 3.42721  0.000
C 6.79516 -5.65825 2.11778  0.000
C 6.37534 -4.71948 1.17739  0.000
C 5.56419 -3.65056 1.56472  0.000
C 6.79307 -4.89157 -0.20933  0.000
N 7.60234 -5.77716 -0.69360  0.000
N 7.67292 -5.55685 -2.05678  0.000
C 6.89156 -4.55966 -2.30592  0.000
O 6.30908 -4.08818 -1.17809  0.000
C 6.55723 -3.95019 -3.58382  0.000
C 7.16365 -4.36136 -4.76617  0.000
C 6.78491 -3.75633 -5.95647  0.000
C 5.80185 -2.77420 -5.97030  0.000
C 5.18625 -2.37919 -4.78706  0.000
C 4.08885 -1.33700 -4.79650  0.000
N 3.57490 -1.11674 -3.46205  0.001
C 2.88424 -1.96961 -2.69322  -0.002
N 2.78070 -1.48896 -1.47214  -0.016
C 3.43830 -0.29722 -1.55646  0.030
N 3.94958 -0.03988 -2.73774  -0.002
C 5.58606 -2.96074 -3.60168  -0.001
H 4.09213 -2.52163 4.43096  0.000
H 4.85908 -1.41747 3.29156  0.000
H 3.29862 -0.46225 1.42841  -0.009
H 0.07460 -2.99630 2.12990  -0.003
H 5.24108 -4.40218 4.84200  0.000
H 6.69165 -6.27175 4.15992  0.000
H 7.43047 -6.47447 1.79832  0.000
H 5.25153 -2.92130 0.82320  0.000
H 7.91924 -5.13583 -4.73385  0.000
H 7.25490 -4.05577 -6.88530  0.000
H 5.50236 -2.32200 -6.91132  0.000
H 3.27621 -1.64840 -5.45189  0.000
H 4.47137 -0.38537 -5.15417  0.000
H 2.48431 -2.91250 -3.04253  -0.001
H 3.52734 0.39376 -0.73339  -0.018
H 5.14351 -2.66270 -2.66020  0.001
N 1.65072 2.93115 1.72637  0.047
C 1.48621 1.78472 1.86972  0.098
H 1.58180 3.86458 1.35434  0.007

Computed properties:
Molar mass   1117.5 g mol⁻¹
Lowest unoccupied orbital energy (alpha / beta)   -0.014 / -0.539 eV
2S+1   2
Total charge   0

=====

<x>
A structure of composition C39H32I2InN12O3S. Source: OMol25; level of theory: ωB97M-V with the def2-TZVPD basis set.

Last column: Mulliken spin population.
CARTESIAN COORDINATES (ANGSTROEM)
In -0.36913 -0.68038 1.42588  0.503
I -2.35906 6.42980 3.80667  0.000
C -2.19936 4.55043 2.90968  0.009
C -3.23809 3.64079 3.02140  -0.003
C -3.10950 2.40036 2.42208  0.032
I -4.66085 1.01087 2.55581  0.001
C -1.96435 2.01290 1.69756  -0.031
O -1.90382 0.84857 1.11200  0.049
C -0.91766 2.96835 1.61394  -0.011
C 0.35155 2.62553 0.88127  0.059
N 1.15660 1.59827 1.55747  0.103
C 1.59633 1.98199 2.88705  0.017
C 0.63266 1.53219 3.97318  -0.006
C 0.66509 2.13295 5.22753  0.002
C -0.27184 1.75982 6.17242  0.000
C -1.22018 0.80092 5.83907  0.002
C -1.15897 0.23029 4.58413  0.002
N -0.24450 0.57947 3.67366  0.023
C -1.05131 4.21332 2.20798  -0.007
H -4.13733 3.89082 3.56714  0.000
H 0.11503 2.23681 -0.11277  -0.009
H 0.95109 3.53795 0.77139  0.003
H 1.94584 1.35467 0.96577  -0.065
H 2.59009 1.57430 3.08507  0.002
H 1.68207 3.07531 2.95924  -0.004
H 1.39565 2.90312 5.43744  0.000
H -0.27451 2.21899 7.15246  0.000
H -1.99066 0.50178 6.53542  0.000
H -1.86561 -0.53292 4.27934  0.003
H -0.24135 4.92856 2.12306  0.001
O -1.00415 -2.45601 2.71371  0.068
N 0.04694 -2.97844 3.33211  0.003
C -0.06798 -3.20698 4.65905  0.004
C 0.94579 -3.76817 5.38489  0.010
C 2.13167 -4.09867 4.72772  -0.004
C 2.24398 -3.84929 3.38360  -0.005
C 1.19389 -3.27894 2.64267  -0.006
S 1.26862 -2.96345 0.96485  0.140
H -1.02169 -2.91639 5.06964  -0.003
H 0.80711 -3.94325 6.44144  0.001
H 2.95405 -4.54472 5.27091  -0.001
H 3.14630 -4.08720 2.84013  0.001
C 4.71975 -2.14964 -2.10587  -0.001
N 4.60632 -0.81462 -1.53381  0.001
C 3.56108 -0.21885 -0.95104  -0.010
N 3.90501 0.98132 -0.51955  0.001
C 5.21691 1.05646 -0.85988  0.000
N 5.68627 -0.00498 -1.47810  0.000
C 3.43179 -2.58048 -2.75514  0.003
C 2.83051 -3.78395 -2.41478  0.007
C 1.62829 -4.16098 -2.99994  -0.010
C 0.99795 -3.31725 -3.89712  -0.001
C 1.58883 -2.10074 -4.22819  -0.003
C 2.80927 -1.74521 -3.67388  0.000
C 0.86497 -1.10092 -5.02022  0.001
N 1.29618 -0.22481 -5.85694  0.000
N 0.21718 0.62103 -6.12566  0.000
C -0.77508 0.17631 -5.43629  -0.001
O -0.44455 -0.93127 -4.72614  0.000
C -2.07165 0.78370 -5.12586  0.001
C -2.44413 2.02098 -5.64182  0.001
C -3.54106 2.66978 -5.09785  0.000
C -4.22857 2.12248 -4.01853  0.000
C -3.87932 0.87256 -3.52470  -0.001
C -4.53947 0.28227 -2.29195  0.000
N -3.60226 -0.56284 -1.56802  0.003
C -2.31455 -0.33564 -1.31488  0.017
N -1.75840 -1.40787 -0.77890  0.057
C -2.81090 -2.26852 -0.67498  0.013
N -3.94088 -1.80901 -1.15617  0.002
C -2.82901 0.19431 -4.12325  0.003
H 5.01049 -2.85278 -1.32483  0.001
H 5.53074 -2.08974 -2.83100  0.000
H 2.58503 -0.67014 -0.87366  0.021
H 5.83896 1.91266 -0.65547  0.000
H 3.29870 -4.42716 -1.67993  0.006
H 1.16788 -5.10063 -2.72703  -0.001
H 0.03724 -3.58234 -4.31848  0.000
H 3.24956 -0.79193 -3.94131  0.000
H -1.84887 2.48228 -6.41806  0.000
H -3.83166 3.63950 -5.47942  0.000
H -5.03254 2.68078 -3.55352  0.000
H -5.37899 -0.36558 -2.54136  0.000
H -4.90791 1.07771 -1.64203  0.000
H -1.80140 0.57319 -1.58031  -0.012
H -2.72048 -3.26390 -0.27122  0.002
H -2.53453 -0.77469 -3.74915  0.000
N 1.58680 1.69048 -2.77735  -0.004
C 0.49506 1.50946 -2.42832  0.022
H 2.52696 1.85490 -3.07116  0.000

Computed properties:
Molar mass   1117.5 g mol⁻¹
Lowest unoccupied orbital energy (alpha / beta)   0.224 / -0.076 eV
2S+1   2
Total charge   0

=====

Which structure is the most stable? The one labeled <x>.

=====

<w>
A structure of composition C4H9NOS2. Source: OMol25; level of theory: ωB97M-V with the def2-TZVPD basis set.

Last column: Mulliken charge in e.
CARTESIAN COORDINATES (ANGSTROEM)
S -2.46577 1.28357 0.38839  -0.558
S 2.27436 -0.28641 1.69269  -0.005
C 1.14350 0.37955 0.58005  -0.354
C 0.42287 -0.80613 -0.12461  -0.346
C -0.33917 -1.53188 1.01850  -0.580
N -0.66536 -0.39444 -1.05394  -0.090
C -0.31663 0.10297 -2.30995  0.130
O 0.83150 0.00202 -2.79451  -0.532
H -3.72063 1.14308 0.86787  0.126
H 0.36998 1.14261 1.00307  0.205
H 1.73348 0.91618 -0.17510  0.389
H 1.24044 -1.34968 -0.77580  0.370
H -0.93341 -2.45839 0.98331  0.318
H -1.07188 -0.68723 1.42682  0.174
H 0.53058 -1.68441 1.73190  0.186
H -1.41950 0.35676 -0.67902  0.188
H -1.12445 0.54435 -2.93070  0.379

Computed properties:
Molar mass   151.3 g mol⁻¹
Lowest unoccupied orbital energy   -4.858 eV
Total charge   0

=====

<x>
An isolated molecule of C4H9NOS2. Source: OMol25; level of theory: ωB97M-V with the def2-TZVPD basis set.

Last column: Mulliken charge in e.
CARTESIAN COORDINATES (ANGSTROEM)
S 3.51513 2.07670 1.23478  -0.214
S 1.89144 0.97499 1.86492  -0.065
C 1.37935 0.11556 0.36822  -0.626
C 0.09515 0.63509 -0.28023  -0.584
N -1.09394 0.28535 0.47168  -0.136
C -2.00671 -0.66164 0.13832  0.740
C -1.93914 -1.25736 -1.24099  -1.178
O -2.87375 -0.99698 0.91738  -0.632
H 4.47114 1.15831 1.45391  0.160
H 1.24234 -0.94845 0.59961  0.315
H 2.16918 0.15348 -0.38290  0.396
H 0.01571 0.22679 -1.27098  0.339
H 0.16652 1.71722 -0.40942  0.271
H -1.17502 0.75397 1.35801  0.242
H -2.83362 -1.84895 -1.42959  0.305
H -1.08031 -1.91344 -1.40517  0.307
H -1.94346 -0.47063 -1.98754  0.360

Computed properties:
Molar mass   151.3 g mol⁻¹
Lowest unoccupied orbital energy   0.365 eV
Structure (SMILES)   CC(=O)NCCSS
Total charge   0

=====

<y>
A cluster of 2 separate species, C4H9NOS2 in total. Source: OMol25; level of theory: ωB97M-V with the def2-TZVPD basis set.

Last column: Mulliken charge in e.
CARTESIAN COORDINATES (ANGSTROEM)
C 2.66357 0.47949 -0.38953  0.093
C -2.80885 0.16778 0.33588  -1.293
C -0.85205 -1.23037 -0.08913  -1.203
C -1.30794 0.02140 0.62742  0.422
N 3.18275 1.51174 0.25153  -0.360
O 2.42898 -1.56195 -1.90873  -0.465
S 3.33089 -0.84738 -1.03009  0.278
S -0.27243 1.36333 -0.02815  -0.329
H -3.44127 -0.72397 0.56658  0.324
H -3.19966 0.86015 1.05216  0.388
H -3.05376 0.63787 -0.59779  0.362
H -1.08809 -1.21297 -1.15773  0.316
H -1.17644 -2.26296 0.23996  0.348
H 0.24268 -1.35693 -0.05022  0.240
H -1.05128 0.07678 1.79430  0.240
H 3.91327 1.98480 -0.40336  0.307
H 2.48961 2.09319 0.78689  0.330

Computed properties:
Molar mass   151.3 g mol⁻¹
Lowest unoccupied orbital energy (alpha / beta)   -2.523 / -2.522 eV
Total charge   0

=====

Which structure is the most stable? The one labeled <x>.

=====

<w>
An isolated molecule of C4H8FN3. Source: OMol25; level of theory: ωB97M-V with the def2-TZVPD basis set.

Last column: Mulliken charge in e.
CARTESIAN COORDINATES (ANGSTROEM)
C -0.98942 0.37021 -0.44770  -0.124
C -1.52159 -0.78790 0.20247  0.027
C -0.04660 -0.55861 0.43086  -0.630
C 2.33882 0.35962 -0.18256  -0.162
H -0.44031 2.30529 -0.12374  0.272
H -2.15904 2.03688 0.35645  0.262
H -0.92202 0.22209 -1.48473  0.369
H -2.23513 -0.81914 1.12404  0.278
H 0.09707 -0.27727 1.47106  0.403
H 0.90263 -2.33116 0.10385  0.312
H 1.58949 1.09916 0.25875  0.143
H 3.36319 0.77119 -0.35469  0.293
N -1.32867 1.74479 -0.33302  -0.567
N 0.98657 -1.33246 -0.21188  0.162
N 2.24501 -0.88849 -0.31735  -0.736
F -1.88002 -1.91418 -0.49181  -0.302

Computed properties:
Molar mass   117.1 g mol⁻¹
Lowest unoccupied orbital energy   0.954 eV
Structure (SMILES)   C=NN[C@H]1[C@H](N)[C@H]1F
Total charge   0

=====

<x>
An isolated molecule of C4H8FN3. Source: OMol25; level of theory: ωB97M-V with the def2-TZVPD basis set.

Last column: Mulliken charge in e.
CARTESIAN COORDINATES (ANGSTROEM)
C 1.55674 -1.56034 1.53894  -0.800
C -0.95425 -0.64049 -0.33734  0.021
C -1.11440 1.52466 -1.08788  -0.267
C -1.70926 2.69057 -0.91351  -0.107
H 0.75823 -1.35210 2.22806  0.290
H 2.11772 -2.46438 1.85172  0.299
H 2.26268 -0.71340 1.62517  0.312
H 1.78919 -2.09127 -0.41077  0.232
H 0.92075 0.20151 -0.23771  0.312
H -1.36872 -1.60184 -0.03763  0.418
H -0.18752 1.48657 -1.65347  0.370
H -2.65709 2.83096 -0.41480  0.380
N 1.03832 -1.80761 0.21215  -0.508
N 0.43158 -0.68531 -0.35977  -0.118
N -1.70914 0.34533 -0.62545  -0.573
F -1.17483 3.83712 -1.37771  -0.261

Computed properties:
Molar mass   117.1 g mol⁻¹
Lowest unoccupied orbital energy   0.864 eV
Structure (SMILES)   CNN/C=N\C=C\F
Total charge   0

=====

Which structure is the most stable? The one labeled <x>.